# C4H12

A 2-piece molecular cluster, C4H12 overall in a non-equilibrium geometry (ωB97M-V/def2-TZVPD, OMol25).

Geometry as XYZ:
```
16
Properties=species:S:1:pos:R:3
C 1.270 -2.256 -0.127
C 1.575 -1.033 -0.983
H 0.827 -3.017 -0.789
H 2.048 -2.811 0.393
H 0.459 -2.033 0.565
H 1.955 -0.209 -0.379
H 0.766 -0.829 -1.674
H 2.449 -1.197 -1.634
C -1.340 0.933 0.474
C -1.514 2.436 0.729
H -0.416 0.712 -0.075
H -1.242 0.280 1.337
H -2.076 0.594 -0.256
H -0.566 2.953 0.612
H -2.270 2.875 0.080
H -1.925 2.601 1.728
```

Summary:
ΔE to the lowest compared entry with this formula, charge and spin: 9.95 kcal per mole
molecular weight: 60.14 g/mol
strongest force on any atom: 2.00 eV Å⁻¹
frontier orbital gap: 12.62 eV



# C3H7N3O

A 2-piece molecular cluster, C3H7N3O overall in a non-equilibrium geometry (ωB97M-V/def2-TZVPD, OMol25).

Geometry as XYZ:
```
14
Properties=species:S:1:pos:R:3
C 1.336 -0.404 -0.899
N -0.980 -0.746 -0.153
C -0.133 0.221 -0.668
C 0.308 1.197 1.215
N -2.343 -0.445 0.067
N 1.309 1.118 1.832
O -0.560 1.083 -1.425
H -0.634 -1.536 0.373
H -2.672 -0.013 -0.792
H -2.416 0.270 0.796
H 1.863 0.908 2.648
H 2.034 0.399 -1.111
H 1.216 -1.012 -1.793
H 1.672 -1.041 -0.088
```

Summary:
ΔE to the lowest compared entry with this formula, charge and spin: 81.77 kcal per mole
molecular weight: 101.11 g/mol
strongest force on any atom: 4.20 eV Å⁻¹
frontier orbital gap: 10.05 eV



# C11H20MnN3O4PS4

C11H20MnN3O4PS4 as an isolated structure in a non-equilibrium geometry (ωB97M-V/def2-TZVPD, OMol25).

Geometry as XYZ:
```
44
Properties=species:S:1:pos:R:3
Mn 0.441 0.296 1.223
C 4.404 -0.043 2.437
C 3.292 0.800 1.859
C 3.496 2.293 2.059
O 2.008 0.394 2.475
C 3.096 0.516 0.381
O 3.957 0.388 -0.420
O 1.763 0.452 0.016
H 4.572 0.209 3.484
H 5.319 0.156 1.880
H 4.175 -1.105 2.355
H 3.728 2.509 3.103
H 2.611 2.862 1.769
H 4.337 2.626 1.452
H 1.954 0.719 3.386
S -0.161 2.183 4.380
S -0.904 0.668 5.291
S -0.230 -1.110 4.413
S -0.810 -1.055 2.454
O -0.851 2.979 1.106
C -0.351 1.984 1.237
C -3.101 -2.037 -2.023
N -3.354 -0.534 -1.755
C -2.811 0.263 -2.966
N -1.446 -0.049 -3.198
C -1.265 -1.484 -3.432
N -1.725 -2.268 -2.282
C -0.864 -2.123 -1.108
P -0.873 -0.357 -0.573
C -2.696 -0.101 -0.476
C -0.530 0.476 -2.183
H -3.711 -2.293 -2.888
H -3.450 -2.580 -1.147
H -4.360 -0.374 -1.679
H -2.959 1.319 -2.746
H -3.428 -0.030 -3.814
H -0.213 -1.691 -3.614
H -1.835 -1.777 -4.313
H 0.156 -2.421 -1.354
H -1.209 -2.760 -0.293
H -2.928 0.950 -0.300
H -3.106 -0.684 0.350
H 0.504 0.277 -2.465
H -0.640 1.557 -2.084
```

Summary:
ΔE to the lowest compared entry with this formula, charge and spin: 18.45 kcal per mole
⟨S²⟩: 3.80
net charge: +2
spin multiplicity: 4
molecular weight: 472.48 g/mol
strongest force on any atom: 1.21 eV Å⁻¹
frontier orbital gap (spin up / spin down): 6.70 / 6.92 eV



# C38H56F6N4O20P

A 6-piece molecular cluster, C38H56F6N4O20P overall (ωB97M-V/def2-TZVPD, OMol25).

Geometry as XYZ:
```
125
Properties=species:S:1:pos:R:3
C 2.418 -1.501 5.870
C 1.015 -2.069 6.099
C -0.100 -1.067 5.781
C -0.399 -1.020 4.277
C -1.373 -2.121 3.842
C -1.017 -2.840 2.519
C -0.527 -1.873 1.473
C -1.430 -1.003 0.876
C -2.891 -1.001 1.255
O -3.375 -0.079 1.847
O -3.498 -2.136 0.892
N -4.919 -2.111 1.167
C -5.505 -3.091 0.254
C -5.058 -2.519 2.566
C -6.132 -1.784 3.289
O -4.334 -3.343 3.044
C -1.000 -0.032 -0.020
O -1.905 0.819 -0.562
C -2.359 0.512 -1.893
C -3.083 -0.811 -2.019
C 0.354 0.123 -0.274
C 0.784 1.258 -1.173
C 1.144 0.858 -2.622
C 2.271 1.674 -3.238
F 3.363 1.814 -2.398
N 1.241 -0.735 0.311
P 3.005 -0.238 -0.066
N 3.814 -1.678 -0.267
O 3.407 0.108 1.477
C 0.825 -1.742 1.149
C 1.825 -2.672 1.777
C 2.070 -3.975 0.998
C 0.857 -4.893 0.794
N 1.010 -5.838 -0.316
H 3.165 -2.150 6.330
H 2.524 -0.506 6.302
H 2.664 -1.464 4.806
H 0.925 -2.447 7.118
H 0.899 -2.944 5.446
H 0.205 -0.079 6.133
H -1.009 -1.339 6.323
H -0.775 -0.034 3.994
H 0.561 -1.139 3.760
H -2.396 -1.752 3.816
H -1.359 -2.903 4.606
H -0.276 -3.600 2.739
H -1.904 -3.356 2.157
H -6.566 -2.876 0.146
H -5.388 -4.120 0.610
H -5.018 -3.002 -0.713
H -5.828 -0.743 3.411
H -7.073 -1.801 2.740
H -6.272 -2.240 4.266
H -1.526 0.556 -2.600
H -3.032 1.328 -2.153
H -3.363 -0.945 -3.064
H -2.477 -1.655 -1.692
H -4.016 -0.791 -1.454
H -0.085 1.915 -1.220
H 1.590 1.829 -0.717
H 1.375 -0.211 -2.661
H 0.294 1.004 -3.289
H 2.594 1.215 -4.173
H 1.916 2.680 -3.477
H 4.187 -2.113 0.568
H 4.565 -1.553 -0.937
H 3.287 1.051 1.659
H 2.750 -2.131 1.943
H 1.464 -2.918 2.774
H 2.814 -4.534 1.575
H 2.512 -3.780 0.024
H 0.667 -5.469 1.703
H -0.034 -4.302 0.573
H 1.977 -6.103 -0.452
H 0.681 -5.422 -1.176
C 1.227 4.792 0.196
C 1.894 4.415 1.500
O 2.798 5.476 1.694
C 2.279 6.582 1.065
O 2.670 7.683 1.223
O 1.269 6.216 0.243
F 2.592 3.240 1.394
H 1.808 4.431 -0.656
H 0.200 4.444 0.122
H 1.226 4.342 2.358
C 5.734 6.366 0.675
C 7.135 6.937 0.692
O 7.700 6.357 -0.478
C 6.692 6.091 -1.348
O 6.839 5.802 -2.488
O 5.497 6.190 -0.726
F 7.843 6.542 1.772
H 5.699 5.396 1.171
H 4.992 7.028 1.111
H 7.189 8.024 0.613
C -7.107 2.075 -3.096
C -6.207 1.345 -4.072
O -5.795 0.217 -3.315
C -6.760 -0.039 -2.386
O -6.822 -1.039 -1.753
O -7.613 0.994 -2.302
F -5.113 2.065 -4.415
H -6.528 2.749 -2.463
H -7.922 2.616 -3.565
H -6.704 1.002 -4.980
C -7.111 -4.511 -2.829
C -8.073 -5.511 -2.223
O -9.082 -5.589 -3.206
C -8.525 -5.281 -4.415
O -9.030 -5.473 -5.463
O -7.298 -4.728 -4.227
F -8.604 -5.067 -1.056
H -7.393 -3.488 -2.571
H -6.074 -4.686 -2.554
H -7.656 -6.506 -2.058
C 9.098 4.427 -4.220
C 9.160 3.306 -3.206
O 10.106 2.427 -3.779
C 10.940 3.162 -4.577
O 11.965 2.773 -5.014
O 10.418 4.394 -4.774
F 7.976 2.653 -3.066
H 8.369 4.203 -5.000
H 8.881 5.394 -3.782
H 9.506 3.610 -2.217
```

Summary:
net charge: +1
molecular weight: 1033.84 g/mol
strongest force on any atom: 0.65 eV Å⁻¹
frontier orbital gap: 8.08 eV



> Which of these has the highest strongest force on any atom?

C3H7N3O